Entry 1:
Entry from OMol25: a structure of composition C25H20Co2NO6 at a distorted geometry (ωB97M-V/def2-TZVPD).

Summary:
Charge: -1
Lowest unoccupied orbital energy, eV: 2.79
Orbital gap, eV: 6.35
Spin multiplicity: 1

Geometry as XYZ:
```
54
Properties=species:S:1:pos:R:3:forces:R:3
O 4.65914 2.72487 -3.47071 -0.740 -0.209 0.299
C 3.73362 2.18696 -3.03127 1.923 0.356 -0.376
Co 2.22617 1.49799 -2.44759 0.279 -1.145 -1.290
C 1.35897 2.79705 -1.64014 -1.096 -0.293 1.093
O 0.71796 3.60730 -1.11817 0.877 -0.439 -0.678
C 1.20006 1.24324 -3.87463 -1.515 0.529 -1.119
O 0.45837 1.14965 -4.75650 0.941 -0.128 0.830
C 2.48798 0.21276 -1.02967 -1.687 2.512 3.561
C 1.20574 -0.39176 -1.22041 -1.628 2.785 1.690
C -0.08141 -0.00726 -0.95295 1.149 -0.723 -0.003
C -1.25092 -0.38692 -1.71147 -0.751 -0.197 -0.123
C -2.46849 0.34151 -1.56699 0.457 -0.429 -0.106
C -3.63088 -0.07509 -2.21384 0.287 0.010 -0.086
C -3.60959 -1.18830 -3.06332 0.035 0.045 0.098
C -2.40882 -1.87803 -3.26694 0.263 0.357 0.200
C -1.24135 -1.47610 -2.61266 -0.287 0.010 -0.006
Co 2.52961 -1.19567 -2.09675 1.028 -2.422 -3.324
C 4.18516 -0.96801 -2.59831 2.676 -0.005 -0.903
O 5.28330 -0.88010 -2.94509 -1.529 0.086 0.602
C 1.98726 -1.90614 -3.65997 -0.383 -1.262 -2.168
O 1.82660 -2.46213 -4.66554 0.140 1.186 1.882
C 2.68138 -2.59713 -1.04290 0.533 -1.788 1.147
O 2.86578 -3.53097 -0.38211 -0.454 1.606 -1.017
H 2.98850 0.42574 -0.08260 -0.028 -0.306 -0.231
H -0.19381 0.75022 -0.17637 -0.055 0.159 -0.313
H -2.45138 1.25071 -0.95486 -0.131 -0.379 -0.118
H -4.55304 0.49080 -2.06667 0.213 -0.168 -0.095
H -4.51833 -1.50095 -3.57808 0.206 0.052 0.139
H -2.36925 -2.73056 -3.94646 -0.057 0.212 0.141
H -0.29377 -1.99556 -2.78695 -0.548 0.112 0.173
C 1.70315 2.98782 3.11615 -0.290 -0.236 0.023
C 2.35304 1.75715 2.99778 0.002 -0.122 -0.036
C 1.62867 0.58653 2.75964 -0.502 0.261 0.054
C 0.23187 0.65118 2.66267 0.075 -0.081 0.268
C -0.60745 -0.61046 2.55655 0.285 -0.283 -0.481
C -1.18865 -1.13361 3.89746 -0.018 0.409 -0.210
C -2.60095 -1.65031 3.55628 -0.044 0.006 -0.056
C -2.88361 -1.22434 2.10442 0.124 -0.074 -0.392
N -1.77261 -0.36244 1.74573 -0.701 0.331 0.175
C -0.42229 1.88479 2.73196 0.300 0.222 0.165
C 0.31139 3.05000 2.97514 0.090 -0.383 -0.080
H 2.27230 3.89250 3.32299 -0.089 -0.187 -0.097
H 3.43594 1.69592 3.09768 -0.191 0.096 -0.067
H 2.11891 -0.38654 2.64161 -0.080 0.415 0.102
H 0.03093 -1.40412 2.12960 0.027 0.047 0.007
H -0.54751 -1.90999 4.31862 -0.037 0.094 0.019
H -1.25445 -0.31256 4.61879 0.097 -0.094 -0.095
H -2.66051 -2.73592 3.65479 -0.068 0.083 0.056
H -3.34198 -1.20021 4.21860 0.046 -0.162 0.080
H -2.95813 -2.10188 1.43699 -0.039 0.118 0.188
H -3.82179 -0.65842 2.01728 0.081 -0.238 0.007
H -1.62677 -0.22571 0.75053 0.124 -0.308 0.403
H -1.50995 1.90466 2.58950 0.533 0.032 0.131
H -0.21410 3.99781 3.05918 0.155 -0.070 -0.061
```
Positions in Å, forces in eV/Å.

***

Entry 2:
Entry from OMol25: a structure of composition C25H20F3MnN4O7S3 (ωB97M-V/def2-TZVPD).

Summary:
Charge: +1
Lowest unoccupied orbital energy (spin up / spin down), eV: -5.93 / -4.78
Expectation value of S²: 4.00
Orbital gap (spin up / spin down), eV: 5.20 / 6.35
Spin multiplicity: 4

Geometry as XYZ:
```
63
Properties=species:S:1:pos:R:3:forces:R:3
Mn -0.12305 0.08168 -0.07663 0.691 0.572 -0.419
O 1.96924 -1.45255 2.02258 0.036 0.003 -0.013
S 0.80590 -0.95585 2.67340 -0.100 0.059 -0.121
O 0.90240 -0.32157 3.94356 -0.069 -0.020 0.040
O 0.04438 0.04855 1.73445 0.191 0.205 0.216
C -0.40749 -2.25814 2.81000 -0.085 -0.035 -0.063
C -0.59668 -2.75828 4.08566 0.014 0.006 -0.045
C -1.49093 -3.79972 4.30847 0.013 0.000 0.052
C -2.20653 -4.34429 3.26106 -0.032 -0.037 -0.020
C -2.03285 -3.85443 1.97403 0.068 0.034 0.048
C -1.14056 -2.81601 1.74767 0.067 -0.063 0.075
S -1.06954 -2.27490 0.07699 -0.096 0.060 -0.071
O -1.53288 -3.29773 -0.78382 -0.020 -0.045 -0.028
O 0.34066 -1.78477 -0.19421 -0.069 -0.156 0.063
O -1.81004 -0.96019 -0.02621 -0.178 -0.269 -0.024
H -0.04029 -2.32034 4.90228 -0.005 -0.008 0.015
H -1.62311 -4.18227 5.31130 0.009 0.013 0.007
H -2.90134 -5.15394 3.43543 0.002 -0.002 -0.009
H -2.57679 -4.27912 1.14307 -0.012 -0.008 -0.007
F 4.08494 0.18859 -4.62253 -0.025 0.016 0.045
C 3.59471 0.35790 -3.39248 0.023 0.069 0.039
F 4.23741 -0.47788 -2.56754 -0.017 0.073 -0.066
F 3.87968 1.61456 -2.99825 0.017 -0.123 -0.014
C 2.10827 0.11314 -3.34713 -0.024 0.047 -0.138
C 1.41018 -0.38687 -4.42974 0.021 0.018 -0.017
C 0.04742 -0.66530 -4.32383 -0.011 -0.019 0.100
C -0.58031 -0.44845 -3.12077 -0.045 0.012 -0.093
N 0.09315 0.09547 -2.09597 -0.053 -0.130 0.250
C 1.39873 0.36871 -2.18068 0.062 0.086 0.040
S 1.96575 0.96316 -0.63609 -0.305 -0.290 0.146
H 1.93219 -0.56936 -5.35932 0.003 -0.009 0.014
H -0.50857 -1.06092 -5.16021 0.008 0.005 -0.007
H -1.62410 -0.67912 -2.95092 0.010 -0.009 0.021
C 2.67334 1.55896 -7.80138 0.002 0.003 0.046
C 1.80207 2.11677 -6.70798 -0.004 0.020 -0.041
C 2.34606 2.85134 -5.65857 -0.001 -0.011 0.026
C 1.54076 3.39227 -4.67021 0.070 0.015 -0.057
C 0.16125 3.22813 -4.72376 -0.057 0.053 0.054
N -0.59655 3.78691 -3.66654 0.140 -0.017 -0.013
C -1.94990 3.94230 -3.61138 -0.115 0.118 -0.047
O -2.72416 3.82058 -4.52727 0.028 -0.074 0.027
N -2.40079 4.32039 -2.32456 0.043 0.194 -0.019
C -2.06167 3.69580 -1.13266 -0.079 -0.052 0.053
C -2.51783 4.19205 0.09156 0.040 0.063 -0.035
C -2.19394 3.53092 1.25641 0.040 -0.076 0.018
C -1.43193 2.37396 1.20898 -0.068 0.129 -0.004
N -1.01727 1.89039 0.03396 -0.007 -0.174 -0.005
C -1.31570 2.52758 -1.10670 -0.091 -0.050 0.027
C -0.40828 2.50957 -5.76761 0.017 -0.088 -0.009
C 0.41979 1.95641 -6.73468 -0.020 0.024 -0.022
H 3.68936 1.38094 -7.44908 -0.014 -0.006 0.012
H 2.73559 2.25672 -8.63799 -0.008 0.005 -0.010
H 2.27334 0.62197 -8.18906 -0.002 -0.007 -0.014
H 3.41651 3.01110 -5.61535 0.009 -0.021 0.024
H 1.98837 3.96453 -3.86403 0.001 -0.016 -0.001
H -0.06141 4.25790 -2.95318 -0.039 -0.053 0.034
H -3.29953 4.77949 -2.35716 -0.018 -0.066 0.013
H -3.11581 5.09452 0.11742 0.000 -0.001 0.006
H -2.52720 3.90103 2.21497 0.000 0.006 0.000
H -1.15384 1.82844 2.09649 0.012 -0.015 -0.010
H -0.97341 2.07599 -2.01908 0.019 0.028 -0.027
H -1.47956 2.39375 -5.82988 0.014 0.014 -0.020
H -0.03311 1.39885 -7.54641 -0.002 -0.001 -0.018
```
Positions in Å, forces in eV/Å.

***

Entry 3:
Entry from OMol25: a structure of composition C25H20NO8S2Sn at a distorted geometry (ωB97M-V/def2-TZVPD).

Summary:
Charge: -1
Lowest unoccupied orbital energy, eV: 2.19
Orbital gap, eV: 7.32
Spin multiplicity: 1

Geometry as XYZ:
```
57
Properties=species:S:1:pos:R:3:forces:R:3
Sn 13.81030 12.87569 8.21261 -0.099 1.471 -0.359
O 13.73768 18.82013 9.97814 -0.073 0.189 -0.231
C 13.54722 17.52592 9.62382 -0.612 -0.160 0.575
C 14.07428 16.53298 10.44608 0.042 -0.336 0.456
C 14.02492 15.22445 10.01177 -0.374 0.346 0.474
N 13.36055 14.89702 8.90111 0.763 0.359 0.620
C 12.80883 15.83118 8.11030 0.662 0.225 0.740
C 12.80851 17.18927 8.47667 1.311 -0.357 -0.740
C 12.67563 15.29960 6.69368 0.422 1.056 -1.086
O 12.64284 16.12647 5.79603 -0.654 0.553 0.047
O 12.88406 14.06851 6.52448 -0.403 -1.669 0.781
C 14.83265 14.13034 10.73741 -0.243 0.405 -0.622
O 15.39382 14.43512 11.75967 0.269 0.273 0.875
O 14.91046 13.01854 10.11906 -0.829 -0.480 -0.933
H 14.34590 18.87411 10.73542 -0.329 -0.180 -0.375
H 14.51096 16.75086 11.43654 0.054 -0.123 -0.806
H 12.62360 17.94621 7.70214 -0.386 -0.455 0.515
O 10.02720 12.13120 6.85049 -1.078 -1.010 0.658
C 9.63868 11.65687 8.15212 0.222 -0.299 0.118
C 10.90803 11.76361 9.14422 -1.643 -0.137 -0.344
O 10.90290 11.23027 10.21397 -0.446 -1.064 1.127
O 11.82220 12.54400 8.74093 0.779 1.440 -1.208
C 8.45104 12.48882 8.67209 1.621 0.888 0.119
C 8.58419 13.36289 9.74287 -0.077 -0.122 0.755
C 7.47616 13.99790 10.31985 0.480 -0.205 -0.751
C 6.20625 13.85526 9.72739 1.234 0.562 1.292
C 6.17424 13.14352 8.54724 -2.254 -0.366 -0.586
C 7.25288 12.48840 8.00958 0.217 -0.572 -0.257
C 9.17916 10.16129 8.13791 0.111 1.561 -0.818
C 8.28744 9.66091 9.05308 0.371 -0.716 1.274
C 8.08423 8.29025 9.17942 -0.290 0.174 -0.268
C 8.64635 7.41358 8.27208 0.201 -0.219 0.885
C 9.43746 7.94244 7.28247 0.494 -0.828 -0.764
C 9.66544 9.30352 7.19077 1.202 -0.373 -0.924
H 10.89059 12.52640 6.96029 0.606 0.424 0.061
H 9.56283 13.50852 10.20576 -0.304 -0.151 -0.045
H 7.72760 14.58728 11.19428 -0.639 0.118 0.054
H 5.34278 14.30547 10.24192 0.290 -0.341 -0.677
H 5.20275 12.96870 8.05698 0.440 0.361 0.153
H 7.19209 11.91395 7.09569 -0.336 -0.052 -0.039
H 7.95294 10.28987 9.84582 -0.459 0.452 0.337
H 7.52860 7.87583 10.00203 -0.281 0.164 0.250
H 8.61330 6.34380 8.49058 -0.171 0.245 -0.437
H 9.96290 7.23629 6.63231 -0.189 0.440 -0.078
H 10.34749 9.67235 6.42317 -0.201 0.005 0.206
C 16.19400 9.24293 7.67803 -0.478 -0.008 -0.663
C 15.55412 10.59029 7.29305 0.955 -0.994 1.029
S 13.93876 10.57778 7.98019 -0.352 -0.460 -0.640
C 16.29398 11.64746 6.93290 0.426 0.021 0.303
C 17.79599 11.52154 6.85336 0.255 1.651 -1.439
S 15.77728 13.31476 6.80989 -0.660 -0.112 0.258
H 16.42859 9.22061 8.74860 0.117 0.089 -0.180
H 17.04972 8.94137 7.07582 0.221 0.343 0.086
H 15.45503 8.45537 7.50238 -0.003 0.024 0.133
H 18.26784 12.54357 6.79764 -0.547 -0.995 0.079
H 18.11421 11.01234 5.94113 0.094 -0.288 0.181
H 18.17023 11.06370 7.72913 0.552 -0.761 0.828
```
Positions in Å, forces in eV/Å.

***

Entry 4:
Entry from OMol25: a structure of composition C25H21AgF3N5O7S at a distorted geometry (ωB97M-V/def2-TZVPD).

Summary:
Charge: -2
Lowest unoccupied orbital energy, eV: 4.10
Orbital gap, eV: 6.95
Spin multiplicity: 1

Geometry as XYZ:
```
63
Properties=species:S:1:pos:R:3:forces:R:3
Ag 1.20434 1.92702 -0.14097 -0.107 -1.008 -0.551
O -5.97146 -0.74886 -0.01313 2.324 0.754 0.231
S -4.42383 -0.71256 -0.05132 -1.255 -1.435 -0.203
C -3.78053 -0.81792 1.66404 -1.498 0.376 -0.563
C -2.59322 -0.25245 2.06325 -0.264 -0.034 0.417
C -2.26825 -0.42064 3.40998 1.729 1.190 -0.525
C -3.08463 -1.07637 4.27877 -0.911 -0.096 0.517
C -4.29124 -1.61659 3.86859 0.156 0.139 -1.256
C -4.65732 -1.48498 2.52686 1.765 0.005 0.617
C -3.68844 0.81845 -0.55937 -0.268 1.274 0.275
C -2.42343 0.72127 -1.15042 -1.163 0.607 -0.142
C -1.79659 1.90371 -1.50542 0.422 0.843 0.173
C -2.30440 3.15347 -1.10740 -0.220 -0.968 -0.646
C -3.57266 3.24521 -0.53375 1.066 -0.322 -0.375
C -4.28103 2.07764 -0.31543 -0.279 -0.542 0.781
H -2.00099 0.34705 1.38218 0.209 -0.203 0.213
H -1.33670 0.03765 3.77945 -0.495 -0.308 -0.219
H -2.87221 -1.10307 5.32564 0.482 -0.140 0.443
H -4.87944 -2.15601 4.57594 -0.532 -0.254 0.254
H -5.47093 -1.98223 2.08612 -1.279 -0.296 -0.196
H -2.00043 -0.23598 -1.38170 0.206 -0.329 -0.012
H -0.87380 1.87628 -2.08302 -0.023 -0.062 0.292
H -1.73810 4.04194 -1.33222 0.127 0.136 0.049
H -3.90257 4.23275 -0.25455 -0.483 -0.051 0.112
H -5.26240 2.14506 0.16789 0.313 -0.304 -0.263
C 4.76077 -1.66101 -2.81850 1.872 -2.034 3.117
C 3.72883 -1.31229 -3.80096 -1.690 -1.015 -0.766
C 2.27125 -1.25035 -3.18585 0.975 -0.099 0.175
C 1.27231 -1.25152 -4.34382 0.401 -0.181 -1.991
C -0.16663 -1.06719 -3.96101 -0.738 -0.928 -0.542
C 2.00848 -2.50970 -2.39275 -1.056 1.162 1.383
O 2.31673 -3.60362 -2.77599 0.294 -1.030 -0.204
N 1.25953 -2.31889 -1.22046 1.019 -0.601 -1.172
C 0.82421 -1.11066 -0.66589 0.980 0.281 -0.563
O 0.02806 -1.14792 0.23700 -0.542 0.087 0.665
N 1.37231 0.02717 -1.17481 0.459 0.464 -0.792
C 2.04360 0.03223 -2.38284 -1.015 1.066 -0.041
O 2.30732 1.09855 -2.95396 0.241 -0.790 0.660
H 5.84245 -1.67365 -3.12174 -1.058 0.559 -0.298
H 4.68005 -2.76351 -2.41526 -0.310 2.120 -0.586
H 4.67500 -0.96379 -1.93640 0.310 -0.734 -0.632
H 3.57693 -2.17383 -4.49846 0.633 1.000 -0.123
H 4.00136 -0.35307 -4.25099 -0.580 -0.257 -0.359
H 1.26970 -2.22807 -4.94114 0.669 1.073 1.009
H 1.65253 -0.46279 -5.04694 -0.586 -0.530 0.519
H -0.43056 -1.80582 -3.21155 -0.107 0.034 0.456
H -0.80544 -1.35193 -4.80294 0.054 0.252 -0.114
H -0.46976 -0.09478 -3.64852 0.024 0.814 0.409
H 1.15678 -3.11039 -0.61357 -0.294 -0.382 0.017
F 1.68093 5.43920 2.87966 -0.323 0.336 -0.306
C 0.76923 5.65691 1.90332 -1.089 0.057 0.426
F -0.26870 6.37649 2.45305 0.896 -0.403 -0.292
F 1.33420 6.44460 0.97570 -0.061 -0.048 0.232
C 0.28875 4.27023 1.35554 0.446 -0.689 0.745
O -0.62506 3.67298 1.92073 0.492 0.829 -0.661
O 1.11445 3.87809 0.47253 -0.379 0.663 0.141
O 3.82080 -0.42653 3.67986 0.379 0.152 -0.073
N 3.02857 -1.10652 4.32374 0.286 -0.810 -0.162
C 3.42064 -2.39924 4.66617 -0.356 1.712 -0.400
C 4.71393 -2.91985 4.53111 1.060 -0.948 -0.476
N 5.74360 -3.44899 4.40630 -0.696 0.601 0.176
C 2.44484 -2.99279 5.46073 0.474 0.083 0.258
N 1.62825 -3.30758 6.19888 -1.106 -0.842 0.742
```
Positions in Å, forces in eV/Å.

***

Number 1: E -115277.315 eV. Number 2: E -118517.094 eV. Number 3: E -71626.409 eV. Number 4: E -71037.115 eV.